[1]
Below is 14 unconnected molecules or ions with the total composition C48H130N6O26 at a distorted geometry, with properties calculated with the ωB97M-V functional and the def2-TZVPD basis.

Element x y z (Å)
C 11.842 -3.410 -1.522
O 10.572 -3.510 -0.957
C 9.520 -3.901 -1.780
C 9.083 -2.899 -2.876
N 8.251 -1.821 -2.389
C 8.039 -0.743 -3.335
C 7.084 0.321 -2.766
O 7.703 1.212 -1.871
C 6.828 2.309 -1.564
H 11.870 -2.762 -2.398
H 12.240 -4.420 -1.623
H 12.411 -2.886 -0.754
H 8.667 -3.990 -1.107
H 9.754 -4.862 -2.239
H 8.582 -3.482 -3.649
H 9.946 -2.520 -3.424
H 8.660 -1.397 -1.569
H 7.805 -1.128 -4.328
H 8.963 -0.170 -3.416
H 6.170 -0.155 -2.411
H 6.719 0.948 -3.580
H 6.827 3.056 -2.358
H 7.241 2.848 -0.711
H 5.853 2.040 -1.159
C -8.519 2.755 4.003
O -7.325 2.050 3.593
C -7.082 0.841 4.292
C -5.869 0.181 3.494
N -4.770 1.080 3.449
C -3.872 1.047 4.638
C -3.025 2.358 4.752
O -3.762 3.481 5.163
C -4.361 3.395 6.451
H -8.783 3.415 3.176
H -8.265 3.402 4.843
H -9.380 2.247 4.436
H -7.990 0.240 4.315
H -6.732 1.083 5.296
H -6.197 0.018 2.468
H -5.522 -0.774 3.890
H -5.184 2.001 3.482
H -3.198 0.195 4.544
H -4.352 0.809 5.588
H -2.644 2.481 3.738
H -2.219 2.166 5.461
H -5.264 2.801 6.319
H -4.586 4.416 6.760
H -3.715 2.992 7.231
C -4.456 -3.394 3.124
O -3.620 -2.703 4.008
C -2.587 -3.605 4.547
C -1.637 -3.054 5.649
N -2.493 -2.477 6.666
C -1.764 -1.358 7.304
C -2.581 -0.775 8.498
O -3.497 0.064 7.898
C -4.376 0.623 8.802
H -4.997 -2.623 2.575
H -5.169 -4.053 3.620
H -3.842 -3.932 2.402
H -2.000 -4.002 3.719
H -3.038 -4.532 4.903
H -0.986 -2.336 5.150
H -1.149 -3.787 6.292
H -3.329 -2.126 6.221
H -1.692 -0.619 6.506
H -0.778 -1.612 7.692
H -1.830 -0.248 9.086
H -3.102 -1.558 9.049
H -3.905 1.486 9.273
H -4.741 -0.039 9.587
H -5.235 1.024 8.263
C 2.466 -5.719 -6.035
O 1.883 -5.573 -4.729
C 1.217 -4.360 -4.463
C 0.701 -4.429 -3.032
N 1.727 -4.265 -2.043
C 2.139 -2.948 -1.588
C 3.292 -3.062 -0.536
O 4.548 -3.250 -1.128
C 5.625 -2.988 -0.171
H 2.946 -6.694 -6.113
H 3.338 -5.069 -6.113
H 1.803 -5.425 -6.849
H 0.380 -4.083 -5.104
H 1.932 -3.541 -4.531
H 0.192 -5.365 -2.803
H -0.134 -3.781 -2.767
H 2.501 -4.891 -2.213
H 1.258 -2.442 -1.194
H 2.473 -2.334 -2.425
H 3.174 -3.888 0.166
H 3.216 -2.182 0.102
H 5.324 -2.168 0.480
H 6.545 -2.562 -0.571
H 5.917 -3.815 0.476
C -3.666 -0.843 -0.393
O -2.423 -1.099 0.223
C -2.347 -0.801 1.616
C -0.832 -0.898 2.141
N 0.020 0.045 1.421
C 1.378 -0.483 1.533
C 2.303 0.460 0.837
O 1.894 0.438 -0.587
C 2.823 1.012 -1.443
H -4.501 -1.014 0.286
H -3.806 -1.474 -1.271
H -3.811 0.218 -0.596
H -3.110 -1.310 2.205
H -2.588 0.247 1.792
H -0.473 -1.926 2.177
H -0.932 -0.721 3.212
H -0.289 0.132 0.463
H 1.544 -1.433 1.024
H 1.795 -0.551 2.537
H 3.308 0.057 0.965
H 2.244 1.470 1.243
H 2.978 2.043 -1.124
H 2.450 1.013 -2.467
H 3.822 0.585 -1.535
C -10.848 2.196 -2.346
O -10.015 1.568 -3.211
C -9.192 0.522 -2.715
C -8.122 0.113 -3.698
N -6.764 0.668 -3.449
C -5.825 0.250 -4.482
C -4.473 1.003 -4.346
O -4.602 2.403 -4.141
C -5.113 3.169 -5.278
H -10.353 2.431 -1.404
H -11.804 1.674 -2.303
H -11.003 3.198 -2.745
H -9.911 -0.278 -2.540
H -8.683 0.896 -1.827
H -8.464 0.318 -4.712
H -7.998 -0.970 -3.694
H -6.751 1.666 -3.298
H -6.156 0.440 -5.503
H -5.665 -0.825 -4.555
H -3.832 0.835 -5.211
H -3.825 0.761 -3.503
H -4.993 4.234 -5.081
H -6.184 3.022 -5.418
H -4.597 2.838 -6.179
C 1.878 5.254 -1.273
C 3.250 5.695 -1.873
O 4.265 4.720 -1.599
O 1.191 4.605 -2.342
H 1.324 6.150 -0.990
H 1.910 4.623 -0.385
H 3.488 6.643 -1.390
H 3.217 6.084 -2.890
H 4.443 4.648 -0.658
H 0.283 4.912 -2.384
C -0.615 0.443 -2.971
C -0.042 -0.248 -4.178
O -1.044 -0.563 -5.184
O -1.015 1.763 -3.299
H 0.077 0.256 -2.150
H -1.547 0.057 -2.558
H 0.460 -1.183 -3.930
H 0.738 0.324 -4.682
H -1.348 0.244 -5.605
H -1.415 2.187 -2.536
C -1.740 2.714 0.010
C -0.389 3.219 0.540
O 0.005 2.712 1.862
O -1.981 3.194 -1.344
H -2.551 2.891 0.716
H -1.650 1.628 0.050
H -0.205 4.284 0.402
H 0.269 2.830 -0.237
H -0.042 1.759 1.757
H -2.329 4.088 -1.386
C 3.860 3.878 -5.863
C 4.759 3.024 -4.896
O 5.701 2.214 -5.571
O 3.006 3.107 -6.602
H 4.554 4.506 -6.421
H 3.348 4.621 -5.252
H 4.298 2.484 -4.069
H 5.314 3.836 -4.427
H 5.154 1.495 -5.897
H 2.103 3.080 -6.276
C -1.718 -4.190 0.279
C -0.749 -5.366 0.243
O 0.606 -4.907 0.433
O -1.544 -3.280 -0.746
H -1.531 -3.727 1.248
H -2.742 -4.562 0.265
H -0.878 -6.004 -0.631
H -0.924 -5.965 1.136
H 0.869 -4.770 -0.480
H -1.875 -2.444 -0.410
C 5.625 1.979 1.825
C 5.784 3.502 1.781
O 4.688 4.123 1.031
O 6.819 1.400 2.183
H 5.211 1.581 0.899
H 4.949 1.702 2.634
H 6.702 3.783 1.266
H 5.770 3.859 2.811
H 3.932 3.905 1.582
H 7.081 1.844 2.993
O 2.419 3.815 2.645
H 2.600 3.333 3.452
H 1.617 3.420 2.304
O 0.991 -3.752 3.223
H 1.200 -4.205 2.406
H 1.836 -3.442 3.548

## Properties
Multiplicity: 2
HOMO-LUMO gap (alpha / beta), eV: 6.7 / 1.4
Expectation value of S²: 0.75
Lowest unoccupied orbital energy (alpha / beta), Eh: -0.098 / -0.295
Total charge: +1
HOMO energy (alpha / beta), eV: -9.397 / -9.397

Löwdin atomic charge list, values in e, 4 entries: C -0.11; O -0.20; C -0.21; C -0.21

***

[2]
Below is 2 unconnected molecules or ions with the total composition C6H15O2, with properties calculated with the ωB97M-V functional and the def2-TZVPD basis.

Element x y z (Å)
C 0.947 -1.386 1.767
O 0.373 -0.235 2.183
C 0.759 -1.631 0.220
C -0.490 -0.964 -0.346
C -0.335 0.122 -1.423
C -1.531 1.081 -1.378
C 0.988 0.898 -1.262
H 0.663 -2.293 2.341
H 2.054 -1.311 1.832
H 1.652 -1.239 -0.278
H 0.736 -2.694 -0.065
H -1.042 -0.502 0.461
H -1.099 -1.766 -0.735
H -0.326 -0.302 -2.437
H -1.257 2.038 -1.825
H -1.746 1.346 -0.348
H -2.408 0.626 -1.841
H 0.952 1.856 -1.798
H 1.879 0.384 -1.623
H 1.041 1.122 -0.195
H -0.172 2.253 2.298
H -0.622 0.822 2.181
O -1.015 1.776 2.272

## Properties
Relative energy (zero: lowest compared OMol25 entry of this formula, charge and spin), kJ/mol: 41.42
HOMO-LUMO gap, eV: 7.4
Lowest unoccupied orbital energy, Eh: 0.150
Total charge: -1
HOMO energy, eV: -3.346

Löwdin atomic charge list, values in e, 4 entries: C -0.44; O -0.32; C -0.20; C -0.20

***

[3]
Below is a single C5H11NO2 molecule at a distorted geometry, with properties calculated with the ωB97M-V functional and the def2-TZVPD basis.

Element x y z (Å)
C 0.654 -0.978 1.252
C -0.253 -0.042 0.514
O -0.766 0.762 1.517
C -1.252 -0.380 -0.560
N -2.540 0.488 -0.650
C 0.293 0.357 -0.735
C 1.611 -0.314 -1.197
O 0.133 1.818 -0.844
H 1.843 -0.804 1.538
H 0.090 -1.055 2.185
H 0.956 -1.823 0.558
H -0.030 0.876 2.322
H -1.644 -1.365 -0.977
H -2.501 1.430 -1.223
H -2.596 0.676 0.423
H 1.937 -0.308 -2.383
H 2.533 0.171 -0.872
H 1.772 -1.469 -1.014
H -0.237 1.958 0.146

## Properties
Relative energy (zero: lowest compared OMol25 entry of this formula, charge and spin), kJ/mol: 615.88
SMILES string: C[C@]1(O)[C@@H](N)[C@@]1(C)O
HOMO-LUMO gap, eV: 9.3
Lowest unoccupied orbital energy, Eh: 0.016
Total charge: 0
HOMO energy, eV: -8.868

Löwdin atomic charge list, values in e, 4 entries: C -0.05; C -0.64; O -0.06; C -0.09

***

[4]
Below is a single C5H8BrN molecule at a distorted geometry, with properties calculated with the ωB97M-V functional and the def2-TZVPD basis.

Element x y z (Å)
C 1.090 2.069 -0.091
C 1.406 0.684 0.474
N 0.976 -0.479 0.241
C 0.295 -1.359 -0.509
C -0.899 -1.812 -0.179
C -1.768 -1.307 0.956
Br -2.727 0.437 0.249
H 1.148 2.669 0.814
H 0.124 2.018 -0.408
H 1.948 2.377 -0.766
H 2.354 0.763 1.094
H 0.847 -1.888 -1.268
H -1.399 -2.548 -0.831
H -1.507 -0.977 1.881
H -2.569 -2.022 1.067

## Properties
Relative energy (zero: lowest compared OMol25 entry of this formula, charge and spin), kJ/mol: 133.14
SMILES string: C/C=N\C=C/CBr
HOMO-LUMO gap, eV: 8.6
Lowest unoccupied orbital energy, Eh: 0.022
Total charge: 0
HOMO energy, eV: -7.985

Löwdin atomic charge list, values in e, 4 entries: C -0.05; C -0.17; N 0.08; C -0.20

***

Please write out number 4 again, unchanged.
Below is a single C5H8BrN molecule at a distorted geometry, with properties calculated with the ωB97M-V functional and the def2-TZVPD basis.

Element x y z (Å)
C 1.090 2.069 -0.091
C 1.406 0.684 0.474
N 0.976 -0.479 0.241
C 0.295 -1.359 -0.509
C -0.899 -1.812 -0.179
C -1.768 -1.307 0.956
Br -2.727 0.437 0.249
H 1.148 2.669 0.814
H 0.124 2.018 -0.408
H 1.948 2.377 -0.766
H 2.354 0.763 1.094
H 0.847 -1.888 -1.268
H -1.399 -2.548 -0.831
H -1.507 -0.977 1.881
H -2.569 -2.022 1.067

## Properties
Relative energy (zero: lowest compared OMol25 entry of this formula, charge and spin), kJ/mol: 133.14
SMILES string: C/C=N\C=C/CBr
HOMO-LUMO gap, eV: 8.6
Lowest unoccupied orbital energy, Eh: 0.022
Total charge: 0
HOMO energy, eV: -7.985

Löwdin atomic charge list, values in e, 4 entries: C -0.05; C -0.17; N 0.08; C -0.20

***

- Which of these has the lowest total charge?
  C6H15O2

***

- Number 1 is which compound?
  C48H130N6O26